Record 1
{"formula": "C23H28N2O6S", "method": "the ωB97M-V functional and the def2-TZVPD basis", "symbols": ["C", "O", "C", "C", "C", "C", "C", "C", "C", "N", "C", "O", "C", "C", "C", "N", "S", "O", "O", "C", "C", "C", "C", "C", "C", "O", "C", "C", "C", "O", "C", "C", "H", "H", "H", "H", "H", "H", "H", "H", "H", "H", "H", "H", "H", "H", "H", "H", "H", "H", "H", "H", "H", "H", "H", "H", "H", "H", "H", "H"], "positions_angstrom": [[-5.38955, -0.39853, -2.48816], [-5.22672, -0.34027, -1.09122], [-4.87766, 0.85730, -0.52209], [-4.63666, 2.02027, -1.24024], [-4.27628, 3.18329, -0.57886], [-4.15195, 3.19682, 0.79632], [-4.39001, 2.03581, 1.51396], [-4.75899, 0.86530, 0.87638], [-4.96974, -0.41152, 1.65346], [-4.05260, -1.44284, 1.20772], [-2.74252, -1.39487, 1.54842], [-2.33395, -0.72560, 2.47468], [-1.85567, -2.30034, 0.68913], [-0.40477, -2.28133, 1.17948], [0.23597, -0.91294, 0.93409], [0.10065, -0.45949, -0.43479], [1.21858, -1.13222, -1.48887], [1.43755, -2.53628, -1.26002], [0.84002, -0.73114, -2.81403], [2.68166, -0.23226, -0.99458], [2.70865, 1.13746, -1.17535], [3.84328, 1.83521, -0.81507], [4.94301, 1.18450, -0.25627], [4.87434, -0.19701, -0.00797], [3.73851, -0.89464, -0.41024], [5.84911, -0.92238, 0.62390], [6.55373, -0.24934, 1.65200], [7.72889, 0.57812, 1.12462], [7.30007, 1.33701, -0.13281], [6.03692, 1.96408, 0.00347], [-1.26440, -0.46664, -0.91344], [-1.88804, -1.85556, -0.78064], [-4.45428, -0.17539, -3.01153], [-6.17263, 0.28465, -2.83026], [-5.68886, -1.42273, -2.70802], [-4.72062, 2.03292, -2.31514], [-4.08927, 4.07880, -1.15230], [-3.86542, 4.10155, 1.30960], [-4.28126, 2.03233, 2.58774], [-5.98846, -0.78211, 1.51737], [-4.78004, -0.23203, 2.71329], [-4.31386, -1.90476, 0.35136], [-2.25128, -3.32007, 0.76818], [-0.37303, -2.49686, 2.24803], [0.16427, -3.03981, 0.64052], [1.30478, -0.95044, 1.15437], [-0.23555, -0.16741, 1.57966], [1.85721, 1.62758, -1.61629], [3.92071, 2.89971, -0.96980], [3.68678, -1.96040, -0.25590], [6.91116, -1.03485, 2.32249], [5.86304, 0.39777, 2.20688], [8.04256, 1.27289, 1.90361], [8.56851, -0.06777, 0.86855], [8.00317, 2.14567, -0.34799], [7.27861, 0.65285, -0.98985], [-1.22835, -0.15658, -1.95886], [-1.83064, 0.27184, -0.33500], [-1.29447, -2.55369, -1.37570], [-2.90415, -1.84362, -1.17800]], "de_lowest_kj_mol": 148.9, "total_charge": 0, "smiles": "COc1ccccc1CNC(=O)C1CCN(S(=O)(=O)c2ccc3c(c2)OCCCO3)CC1", "gap_ev": 9.27, "multiplicity": 1, "e_lumo_ev": 0.67}

Record 2
{"formula": "C5H14O2S2", "method": "the ωB97M-V functional and the def2-TZVPD basis", "symbols": ["C", "O", "C", "O", "C", "H", "H", "H", "H", "H", "H", "H", "H", "C", "S", "S", "C", "H", "H", "H", "H", "H", "H"], "positions_angstrom": [[0.70926, -2.31737, 0.84071], [1.08552, -1.21757, 1.65628], [0.51663, -0.01673, 1.21549], [0.97817, 0.40737, -0.03634], [2.35519, 0.75277, -0.00848], [1.14300, -3.22674, 1.28962], [1.08795, -2.21912, -0.19057], [-0.38713, -2.43197, 0.80348], [-0.58349, -0.09928, 1.12402], [0.73376, 0.73144, 2.00198], [2.55506, 1.54319, 0.73443], [2.99705, -0.11477, 0.21955], [2.62162, 1.13435, -1.00848], [-1.63522, 2.25346, 0.13207], [-2.82863, 0.89872, 0.08458], [-2.73636, 0.31328, -1.86568], [-1.33183, -0.82206, -1.85610], [-1.64394, 2.66554, 1.15516], [-1.90875, 3.05639, -0.57298], [-0.61225, 1.91350, -0.10157], [-0.39150, -0.31630, -1.57936], [-1.49737, -1.66207, -1.16071], [-1.22676, -1.22601, -2.87709]], "de_lowest_kj_mol": 67.8, "total_charge": 0, "smiles": "COCOC.CSSC", "gap_ev": 9.58, "multiplicity": 1, "e_lumo_ev": 0.81}

Record 3
{"formula": "NO7S2", "method": "the ωB97M-V functional and the def2-TZVPD basis", "symbols": ["O", "N", "O", "S", "O", "O", "S", "O", "O", "O"], "positions_angstrom": [[0.68524, -1.80625, -1.00628], [0.14553, -1.79829, 0.05953], [-0.52454, -2.65287, 0.60020], [0.08527, 0.04658, 0.90820], [1.38943, 0.04754, 1.57935], [-1.11906, 0.21026, 1.65982], [-0.09859, 1.39983, -0.83318], [-1.26361, 0.62131, -1.31131], [1.13527, 1.26640, -1.49518], [-0.43494, 2.66548, -0.16116]], "de_lowest_kj_mol": 70.7, "total_charge": -1, "smiles": "O=[N+]([O-])S(=O)(=O)S(=O)(=O)[O-]", "gap_ev": 9.25, "multiplicity": 1, "e_lumo_ev": 3.15}

Record 4
{"formula": "C20H19Br2I2N4OOs", "method": "the ωB97M-V functional and the def2-TZVPD basis", "symbols": ["Os", "Br", "C", "C", "C", "Br", "C", "C", "C", "C", "N", "C", "C", "O", "H", "H", "H", "H", "I", "I", "N", "C", "N", "C", "C", "C", "C", "C", "C", "H", "H", "H", "H", "H", "H", "C", "C", "C", "C", "N", "H", "H", "H", "H", "H", "H", "H", "H", "H"], "positions_angstrom": [[-0.23566, 0.60859, -0.37186], [4.34758, 1.65300, 1.39495], [3.94668, 0.66182, -0.15681], [4.93842, 0.09971, -0.94668], [4.60680, -0.63864, -2.06599], [6.00263, -1.41932, -3.07388], [3.25469, -0.84083, -2.44933], [2.81508, -1.52656, -3.59476], [1.46555, -1.64531, -3.84174], [0.54897, -1.12136, -2.93168], [0.92838, -0.45793, -1.85127], [2.25325, -0.28833, -1.61276], [2.58481, 0.49478, -0.46053], [1.64468, 1.01167, 0.23778], [5.97474, 0.23832, -0.67599], [3.53764, -1.93992, -4.28159], [1.10909, -2.12827, -4.73653], [-0.51637, -1.23658, -3.08496], [-1.48169, 1.68719, -2.63036], [-0.40582, 3.38901, -4.77188], [0.16139, 2.00522, 3.47261], [-0.39753, 2.19152, 2.26608], [-0.59092, 1.05911, 1.61991], [-0.09896, 0.06076, 2.44849], [0.01017, -1.31229, 2.23147], [0.61315, -2.05820, 3.22311], [1.07062, -1.46318, 4.40352], [0.96369, -0.10617, 4.63537], [0.37608, 0.65522, 3.63294], [0.42304, 2.72961, 4.12440], [-0.67408, 3.16076, 1.88856], [-0.35066, -1.76391, 1.31162], [0.73657, -3.12378, 3.09428], [1.53749, -2.09003, 5.14523], [1.33845, 0.34560, 5.54074], [-4.15813, -0.46855, -1.73126], [-3.34114, 0.24416, -0.64156], [-3.46993, -0.54691, 0.67479], [-3.87927, 1.66985, -0.40251], [-1.97473, 0.30520, -1.03681], [-5.20780, -0.50071, -1.44744], [-3.79271, -1.48860, -1.84723], [-4.06425, 0.04594, -2.68855], [-4.51960, -0.61111, 0.95089], [-2.93299, -0.04083, 1.47425], [-3.07926, -1.55574, 0.56637], [-4.81588, 1.62313, 0.14515], [-4.04856, 2.20174, -1.33672], [-3.15369, 2.23116, 0.18818]], "total_charge": 1, "gap_ev": [5.62, 5.56], "multiplicity": 1, "e_lumo_ev": [-5.24, -5.29]}